Entry from OMol25: a structure of composition C52H48BNNiO3P2S at a distorted geometry (the ωB97M-V functional and the def2-TZVPD basis).

* Kohn-Sham gap: 6.90 eV

The geometry in ORCA input format:
```
! wB97M-V def2-TZVPD RIJCOSX def2/J DEFGRID3
* xyz 0 1
Ni -0.535 -0.336 -0.132
O 2.145 -1.624 0.793
C 1.833 -2.556 1.746
C 2.347 -3.834 1.860
C 1.839 -4.667 2.851
C 0.830 -4.237 3.695
C 0.306 -2.957 3.560
C 0.813 -2.107 2.597
P 0.247 -0.427 2.142
C -1.222 -0.121 3.208
C -2.456 -0.165 2.560
C -3.642 0.041 3.244
C -3.608 0.331 4.600
C -2.388 0.410 5.254
C -1.203 0.184 4.568
C 1.588 0.498 2.989
C 2.170 1.580 2.332
C 3.189 2.303 2.934
C 3.634 1.955 4.200
C 3.076 0.862 4.851
C 2.070 0.126 4.244
C 3.052 -1.792 -0.209
C 4.345 -2.242 0.037
C 5.245 -2.342 -1.007
C 4.870 -1.970 -2.291
C 3.593 -1.487 -2.519
C 2.660 -1.388 -1.487
P 0.933 -0.824 -1.834
C 1.336 0.429 -3.119
C 0.659 0.537 -4.330
C 0.993 1.533 -5.240
C 2.024 2.414 -4.964
C 2.702 2.317 -3.756
C 2.350 1.347 -2.834
C 0.323 -2.248 -2.825
C -0.949 -2.160 -3.394
C -1.512 -3.240 -4.051
C -0.820 -4.438 -4.145
C 0.437 -4.543 -3.570
C 1.004 -3.460 -2.913
H 3.102 -4.198 1.178
H 2.238 -5.668 2.950
H 0.427 -4.908 4.442
H -0.518 -2.631 4.184
H -2.473 -0.330 1.492
H -4.586 -0.011 2.717
H -4.526 0.513 5.144
H -2.356 0.658 6.308
H -0.265 0.267 5.098
H 1.818 1.830 1.336
H 3.642 3.139 2.415
H 4.427 2.520 4.673
H 3.431 0.578 5.833
H 1.674 -0.750 4.740
H 4.639 -2.498 1.046
H 6.245 -2.710 -0.817
H 5.571 -2.052 -3.111
H 3.297 -1.194 -3.518
H -0.122 -0.169 -4.577
H 0.447 1.613 -6.172
H 2.295 3.182 -5.678
H 3.506 3.009 -3.534
H 2.860 1.295 -1.882
H -1.520 -1.246 -3.285
H -2.505 -3.154 -4.475
H -1.261 -5.289 -4.648
H 0.983 -5.477 -3.619
H 1.973 -3.580 -2.450
C -2.241 1.663 -2.298
C -3.087 0.552 -1.750
C -4.480 0.613 -1.956
C -5.275 -0.421 -1.563
C -4.684 -1.550 -0.955
C -5.439 -2.676 -0.576
C -4.815 -3.757 -0.006
C -3.434 -3.744 0.204
C -2.656 -2.647 -0.143
S -0.957 -2.680 0.151
C -3.281 -1.516 -0.737
N -2.508 -0.452 -1.114
H -2.504 1.854 -3.340
H -1.184 1.410 -2.234
H -2.419 2.573 -1.722
H -4.897 1.480 -2.453
H -6.346 -0.407 -1.732
H -6.510 -2.666 -0.734
H -5.395 -4.623 0.289
H -2.943 -4.595 0.656
C -1.801 4.861 0.356
C -0.733 3.852 0.755
C -0.381 4.066 2.227
O -1.281 2.530 0.638
B -0.363 1.685 0.058
O 0.752 2.394 -0.356
C 0.513 3.808 -0.193
C 1.768 4.460 0.371
C 0.231 4.386 -1.579
H -2.643 4.766 1.043
H -2.164 4.687 -0.655
H -1.411 5.878 0.423
H -1.281 3.917 2.824
H -0.012 5.079 2.394
H 0.366 3.347 2.566
H 2.096 3.976 1.289
H 1.584 5.517 0.574
H 2.569 4.382 -0.365
H -0.624 3.891 -2.040
H 1.096 4.201 -2.212
H 0.052 5.461 -1.538
*
```

Entry from OMol25: a cluster of 2 separate species, C4H10N2 in total at a distorted geometry (the ωB97M-V functional and the def2-TZVPD basis).

* ⟨S²⟩: 0.754
* Kohn-Sham gap (alpha / beta): 6.59 / 6.68 eV

The geometry in ORCA input format:
```
! wB97M-V def2-TZVPD RIJCOSX def2/J DEFGRID3
* xyz 1 2
C 1.254 0.100 -0.708
C 0.263 1.235 -0.330
C -1.017 0.584 0.045
C -2.276 0.757 -0.501
N -3.369 0.381 0.109
N 1.989 -0.642 0.266
H 3.292 -3.175 0.444
H 2.032 0.639 -1.263
H 0.012 1.870 -1.175
H 0.619 1.694 0.598
H -0.968 -0.350 0.615
H 3.355 -2.946 1.145
H -3.344 0.294 1.124
H -4.243 0.770 -0.254
H 1.587 -0.522 1.206
H 0.813 -0.688 -1.321
*
```

Entry from OMol25: a cluster of 2 separate species, C6H13N in total (the ωB97M-V functional and the def2-TZVPD basis).

* Kohn-Sham gap: 8.40 eV

The geometry in ORCA input format:
```
! wB97M-V def2-TZVPD RIJCOSX def2/J DEFGRID3
* xyz 0 1
C -0.580 2.988 -0.518
C 1.054 0.579 -0.485
C 0.047 -0.053 -1.394
N 0.466 -0.995 -0.380
C 0.076 -2.404 -0.224
C -0.371 -1.350 0.736
C 0.251 -1.130 2.087
H -1.609 2.617 -0.561
H -0.256 3.283 -1.522
H -0.506 3.833 0.167
H 2.002 0.667 -1.037
H 0.068 2.185 -0.141
H 0.350 -0.375 -2.395
H -1.007 0.237 -1.347
H 0.839 -3.123 0.058
H -0.669 -2.766 -0.934
H -1.406 -1.021 0.636
H -0.280 -1.673 2.874
H 1.301 -1.440 2.079
H 0.228 -0.057 2.301
*
```

We obtain energy relative to the best compared isomer or geometry (same formula, charge and spin) values of 21.7; 148.1; 123.4 kcal per mole for the records listed above, in that order.
We obtain E_tot values of -133472.516; -7276.671; -7917.482 eV for the records listed above, in that order.